Entry 1:
Entry from the Open Molecules 2025 dataset: a structure of composition C28H56O56S14 (ωB97M-V/def2-TZVPD).

## Properties
Energy above the lowest of the compared OMol25 structures with the same formula, charge and spin: 51.6 kcal per mole
LUMO energy: -0.19 eV
Kohn-Sham gap: 10.5 eV
HOMO level: -10.70 eV
Electronic energy: -296282.247 eV

Atoms and positions in Å:
C: -3.341 -3.434 0.788
C: -3.088 -3.839 2.222
O: -4.269 -3.195 2.925
S: -4.809 -1.852 2.257
O: -4.241 -0.687 2.918
O: -6.230 -1.921 2.059
O: -3.980 -2.087 0.921
H: -4.056 -4.140 0.313
H: -2.459 -3.307 0.188
H: -2.147 -3.517 2.639
H: -3.214 -4.830 2.500
C: -4.210 1.321 -4.501
C: -5.316 0.778 -3.457
O: -4.689 1.082 -2.131
S: -3.918 2.536 -2.202
O: -2.760 2.598 -1.319
O: -4.890 3.639 -2.257
O: -3.367 2.079 -3.711
H: -4.798 1.848 -5.254
H: -3.603 0.553 -4.957
H: -5.476 -0.295 -3.427
H: -6.197 1.448 -3.508
C: -8.043 -2.468 -0.826
C: -6.801 -1.631 -1.125
O: -7.405 -0.465 -1.824
S: -9.010 -0.326 -1.608
O: -9.648 -0.573 -2.908
O: -9.348 0.908 -0.906
O: -9.125 -1.534 -0.602
H: -7.955 -2.962 0.110
H: -8.179 -3.060 -1.702
H: -6.143 -2.219 -1.796
H: -6.276 -1.158 -0.253
C: 3.344 0.503 2.816
C: 2.684 1.522 3.870
O: 3.468 2.758 3.760
S: 3.823 2.819 2.138
O: 4.985 3.658 1.870
O: 2.585 3.001 1.416
O: 4.276 1.334 2.043
H: 2.623 0.115 2.081
H: 3.827 -0.317 3.302
H: 2.825 1.188 4.870
H: 1.579 1.654 3.696
C: 2.092 6.158 0.319
C: 3.098 5.454 -0.628
O: 2.287 4.589 -1.501
S: 0.853 5.123 -1.720
O: -0.101 4.101 -1.420
O: 0.736 5.975 -2.899
O: 0.894 6.168 -0.504
H: 2.223 7.226 0.607
H: 1.930 5.488 1.206
H: 3.761 4.858 -0.040
H: 3.668 6.164 -1.249
C: 6.912 2.470 -0.598
C: 7.570 1.765 -1.741
O: 6.541 0.863 -2.250
S: 5.075 1.321 -1.836
O: 4.609 0.349 -0.859
O: 4.103 1.608 -2.813
O: 5.586 2.647 -1.161
H: 7.373 3.420 -0.416
H: 6.801 1.828 0.282
H: 8.467 1.284 -1.533
H: 7.733 2.553 -2.481
C: -2.142 0.159 5.962
C: -2.102 0.319 4.444
O: -0.750 0.130 4.067
S: -0.178 -1.090 4.927
O: 1.269 -0.880 5.136
O: -0.624 -2.390 4.400
O: -1.027 -0.810 6.276
H: -3.092 -0.361 6.228
H: -1.991 1.045 6.522
H: -2.356 1.300 4.121
H: -2.793 -0.290 3.892
C: -1.347 -1.701 -4.411
C: -1.222 -3.188 -4.029
O: -2.612 -3.586 -4.251
S: -3.586 -2.504 -3.572
O: -3.518 -2.659 -2.154
O: -4.848 -2.500 -4.216
O: -2.661 -1.298 -4.031
H: -1.119 -1.466 -5.468
H: -0.739 -1.036 -3.779
H: -0.848 -3.371 -3.041
H: -0.653 -3.695 -4.795
C: 0.031 1.894 -4.256
C: 1.016 3.059 -4.464
O: 1.299 2.766 -5.840
S: 0.025 2.617 -6.715
O: 0.247 1.626 -7.734
O: -0.583 3.884 -6.962
O: -0.760 1.927 -5.427
H: -0.597 1.991 -3.370
H: 0.610 0.954 -4.219
H: 1.881 2.710 -3.858
H: 0.659 4.114 -4.293
C: 5.384 -3.214 6.629
C: 4.661 -2.036 5.904
O: 4.336 -2.619 4.644
S: 5.399 -3.726 4.166
O: 6.335 -3.301 3.136
O: 4.764 -5.007 3.974
O: 6.187 -3.587 5.546
H: 4.652 -3.984 6.905
H: 6.054 -2.867 7.449
H: 5.315 -1.139 5.790
H: 3.663 -1.847 6.316
C: -2.327 4.501 0.798
C: -2.811 3.255 1.605
O: -2.549 3.456 3.030
S: -1.220 4.398 3.093
O: -0.100 3.651 2.650
O: -1.179 5.042 4.398
O: -1.722 5.300 1.862
H: -3.162 5.091 0.491
H: -1.568 4.332 0.009
H: -2.348 2.276 1.302
H: -3.922 3.139 1.618
C: 1.135 1.135 -0.782
C: -0.019 1.747 -0.007
O: -0.349 0.605 0.929
S: -0.053 -0.847 0.300
O: -1.175 -1.468 -0.317
O: 0.691 -1.559 1.247
O: 0.791 -0.275 -0.937
H: 2.129 1.249 -0.275
H: 1.219 1.592 -1.785
H: -0.971 1.831 -0.485
H: 0.226 2.596 0.662
C: 3.353 -2.642 -1.556
C: 3.782 -3.792 -2.469
O: 3.130 -3.536 -3.703
S: 2.934 -1.977 -4.038
O: 1.668 -1.811 -4.687
O: 4.099 -1.325 -4.577
O: 2.741 -1.649 -2.426
H: 4.163 -2.220 -0.980
H: 2.559 -2.873 -0.877
H: 3.420 -4.729 -2.006
H: 4.861 -3.915 -2.711
C: 1.814 -4.326 2.266
C: 0.365 -4.761 2.446
O: -0.099 -4.842 1.028
S: 1.004 -5.555 0.110
O: 0.981 -4.949 -1.208
O: 0.949 -6.959 0.149
O: 2.239 -4.957 0.926
H: 2.473 -4.546 3.152
H: 1.878 -3.293 2.056
H: -0.170 -3.971 3.013
H: 0.266 -5.696 2.946

***

Entry 2:
Entry from the Open Molecules 2025 dataset: a structure of composition C28H57N10O7S2SiV (ωB97M-V/def2-TZVPD).

## Properties
Energy above the lowest of the compared OMol25 structures with the same formula, charge and spin: 79.3 kcal per mole
LUMO energy (alpha / beta): 1.71 / 1.70 eV
Expectation value of S²: 3.7667
Net charge: -1
Kohn-Sham gap (alpha / beta): 5.4 / 6.0 eV
HOMO level (alpha / beta): -3.66 / -4.32 eV
Electronic energy: -114437.198 eV
2S+1: 4

Atoms and positions in Å:
V: 0.454 -0.473 -0.886
N: 2.592 -0.585 -0.260
C: 3.280 0.633 -0.721
C: 2.475 1.375 -1.809
N: 1.052 1.493 -1.485
C: 0.786 2.505 -0.441
C: 0.861 1.892 0.955
N: 0.294 0.560 0.861
C: 0.228 1.785 -2.672
C: -1.254 1.413 -2.428
N: -1.357 0.234 -1.558
H: 2.392 -0.563 0.735
H: 3.113 -1.433 -0.440
H: 4.257 0.397 -1.154
H: 3.466 1.305 0.117
H: 2.559 0.799 -2.731
H: 2.937 2.361 -1.978
H: -0.240 2.849 -0.567
H: 1.464 3.361 -0.554
H: 0.291 2.531 1.639
H: 1.888 1.864 1.332
H: -0.733 0.644 0.991
H: 0.526 -0.019 1.677
H: 0.599 1.194 -3.507
H: 0.315 2.845 -2.953
H: -1.708 1.229 -3.403
H: -1.783 2.246 -1.960
H: -1.905 -0.517 -1.962
H: -1.840 0.528 -0.677
C: -1.131 4.591 6.644
C: -1.078 3.271 5.920
C: -2.163 2.403 5.953
C: -2.106 1.166 5.328
C: -0.966 0.796 4.628
C: 0.115 1.661 4.576
C: 0.068 2.882 5.231
S: -0.970 -0.733 3.668
O: 0.452 -0.928 3.332
O: -1.500 -1.740 4.576
N: -1.730 -0.449 2.359
C: -3.094 -0.005 2.354
C: -3.369 1.017 1.204
O: -4.550 1.306 0.989
O: -2.357 1.502 0.583
H: -1.870 4.557 7.444
H: -1.411 5.397 5.962
H: -0.156 4.836 7.066
H: -3.051 2.694 6.502
H: -2.920 0.459 5.420
H: 1.012 1.333 4.067
H: 0.928 3.543 5.220
H: -3.375 0.525 3.274
H: -3.805 -0.831 2.226
N: -0.008 -1.616 -5.961
N: 0.546 -1.653 -4.697
N: 1.795 -1.981 -4.476
C: 1.922 -1.705 -3.194
N: 0.790 -1.202 -2.654
N: -0.098 -1.176 -3.645
H: 0.447 -2.324 -6.523
H: -0.998 -1.815 -5.870
H: 2.837 -1.883 -2.660
C: 1.190 -5.095 -2.579
C: 1.916 -5.652 -1.357
C: 1.567 -7.135 -1.190
C: 3.430 -5.492 -1.504
O: 1.555 -4.933 -0.188
Si: 0.069 -4.458 0.373
S: -0.472 -2.517 -0.173
O: 0.016 -4.806 1.963
C: 0.994 -4.962 2.985
C: 1.658 -6.333 2.806
C: 2.045 -3.859 2.896
C: 0.245 -4.893 4.313
O: -1.013 -5.485 -0.332
C: -2.323 -5.869 0.076
C: -3.134 -6.066 -1.205
C: -2.994 -4.808 0.948
C: -2.196 -7.179 0.859
H: 1.541 -5.576 -3.495
H: 1.363 -4.026 -2.639
H: 0.119 -5.254 -2.463
H: 1.811 -7.687 -2.100
H: 0.501 -7.220 -0.988
H: 2.120 -7.564 -0.353
H: 3.790 -6.051 -2.369
H: 3.924 -5.865 -0.606
H: 3.685 -4.438 -1.627
H: 2.152 -6.363 1.835
H: 0.903 -7.122 2.837
H: 2.393 -6.514 3.592
H: 2.529 -3.910 1.918
H: 2.794 -3.982 3.680
H: 1.565 -2.888 3.003
H: -0.528 -5.664 4.341
H: -0.228 -3.916 4.414
H: 0.933 -5.049 5.147
H: -3.146 -5.128 -1.760
H: -4.159 -6.354 -0.968
H: -2.680 -6.837 -1.831
H: -2.992 -3.848 0.434
H: -2.445 -4.685 1.880
H: -4.022 -5.100 1.169
H: -1.763 -7.960 0.231
H: -3.168 -7.511 1.226
H: -1.534 -7.005 1.707

***

Number 1: F_max 0.082 Eh/bohr. Number 2: F_max 0.051 Eh/bohr.